# 1
2 unconnected molecules or ions with the total composition C30H32N6, computed with the ωB97M-V functional and the def2-TZVPD basis.

For the energy above the lowest of the compared OMol25 structures with the same formula, charge and spin, the calculation gives 2.647 eV. The value obtained for the energy is -40568.4571 eV. As for the net charge: 0. As for the orbital gap: 6.724 eV. As for the highest occupied orbital energy: -7.032 eV.

The geometry in XYZ format:
```
68
Properties=species:S:1:pos:R:3:nbo_charge:R:1
C 2.85 -4.29 -3.95 -0.40
C 2.83 -3.07 -4.84 -0.20
N 1.99 -2.01 -4.34 -0.42
C 1.60 -1.02 -5.32 -0.20
C 0.42 -0.20 -4.86 -0.41
C 0.69 0.47 -3.52 -0.41
C 1.25 -0.53 -2.56 -0.10
C 1.84 -1.76 -3.01 0.30
C 2.30 -2.70 -2.04 -0.11
C 1.95 -2.52 -0.72 -0.13
C 1.15 -1.38 -0.30 -0.18
C 0.48 -1.36 0.96 0.15
C 0.40 -0.17 1.79 -0.19
C 0.95 0.05 3.10 -0.15
C 0.70 1.22 3.83 -0.10
C -0.19 2.20 3.30 0.27
N -0.78 3.13 4.10 -0.44
C -0.57 3.19 5.53 -0.20
C 0.84 2.75 5.85 -0.40
C 1.17 1.38 5.24 -0.42
C -1.95 3.87 3.65 -0.20
C -1.87 4.23 2.19 -0.40
C -1.52 3.03 1.31 -0.44
C -0.59 2.08 1.94 -0.10
C -0.29 0.92 1.23 -0.10
C 1.10 -0.31 -1.22 -0.11
C 3.11 -3.88 -2.49 -0.42
H 1.91 -4.85 -4.03 0.21
H 3.66 -4.93 -4.30 0.22
H 3.88 -2.72 -4.92 0.18
H 2.46 -3.31 -5.84 0.21
H 2.44 -0.36 -5.56 0.18
H 1.32 -1.58 -6.22 0.20
H 0.17 0.54 -5.63 0.22
H -0.45 -0.86 -4.72 0.21
H 1.36 1.35 -3.55 0.21
H -0.28 0.84 -3.14 0.23
H 2.32 -3.26 0.00 0.21
H 0.69 -2.29 1.54 0.22
H 1.56 -0.73 3.56 0.20
H -0.74 4.24 5.80 0.20
H -1.29 2.57 6.10 0.18
H 1.54 3.49 5.46 0.20
H 0.96 2.72 6.94 0.21
H 0.71 0.60 5.87 0.21
H 2.25 1.25 5.28 0.22
H -2.87 3.30 3.86 0.18
H -1.98 4.78 4.25 0.20
H -2.83 4.64 1.86 0.22
H -1.09 4.97 2.04 0.20
H -2.41 2.45 0.99 0.25
H -1.06 3.39 0.38 0.21
H -0.76 0.82 0.24 0.23
H 0.86 0.73 -0.90 0.23
H 2.93 -4.75 -1.85 0.22
H 4.18 -3.62 -2.39 0.21
C -4.72 -1.23 -1.08 0.03
N -4.94 0.09 -1.04 -0.47
C -4.03 0.91 -0.59 0.22
N -2.82 0.55 -0.08 -0.52
C -2.53 -0.75 -0.04 0.32
C -3.49 -1.74 -0.68 0.05
N -2.87 -2.94 -0.70 -0.50
C -1.64 -2.74 -0.08 0.21
N -1.43 -1.46 0.39 -0.47
H -5.56 -1.83 -1.44 0.20
H -4.31 1.97 -0.63 0.17
H -0.95 -3.57 0.02 0.20
```



# 2
2 unconnected molecules or ions with the total composition C5H10, computed with the ωB97M-V functional and the def2-TZVPD basis.

For the energy above the lowest of the compared OMol25 structures with the same formula, charge and spin, the calculation gives 5.281 eV. The value obtained for the energy is -5341.9855 eV. As for the net charge: 0. As for the orbital gap: 8.791 eV. As for the highest occupied orbital energy: -8.279 eV.

The geometry in XYZ format:
```
15
Properties=species:S:1:pos:R:3:nbo_charge:R:1
C -2.00 -0.65 -0.22 -0.79
C -0.91 -1.48 0.34 -0.04
C 0.60 0.80 0.54 -0.42
C 1.85 1.08 -0.23 -0.42
C 1.15 -0.23 -0.44 -0.43
H -2.83 -1.38 -0.07 0.28
H -2.30 0.29 0.25 0.19
H -1.93 -0.53 -1.31 0.22
H -0.81 -1.19 1.41 0.09
H -0.30 1.34 0.27 0.21
H 0.69 0.60 1.60 0.22
H 2.79 1.06 0.31 0.21
H 1.79 1.80 -1.04 0.21
H 1.61 -1.13 -0.04 0.24
H 0.63 -0.39 -1.38 0.23
```



# 3
A molecular structure, C18H37Cl4CuNO4S, computed with the ωB97M-V functional and the def2-TZVPD basis.

The value obtained for the energy is -134507.7612 eV. As for the net charge: -1. As for the orbital gap: 5.439 eV. As for the highest occupied orbital energy: -3.287 eV.

The geometry in XYZ format:
```
66
Properties=species:S:1:pos:R:3:nbo_charge:R:1
Cu 1.49 0.80 0.64 0.81
C 4.64 -2.14 -0.58 -0.65
C 3.72 -1.33 0.38 0.12
C 4.03 -1.64 1.84 -0.41
C 5.35 -1.11 2.34 -0.40
C 5.29 0.41 2.12 -0.40
C 4.93 0.87 0.73 0.09
N 3.78 0.14 0.22 -0.27
O 3.41 0.56 -1.08 -0.84
C 6.16 0.72 -0.19 -0.64
C 4.63 2.36 0.87 -0.61
C 2.33 -1.87 0.09 -0.63
H 4.22 -3.11 -0.84 0.20
H 5.67 -2.34 -0.25 0.19
H 4.76 -1.61 -1.53 0.25
H 3.98 -2.73 1.93 0.19
H 3.25 -1.28 2.52 0.20
H 6.14 -1.51 1.69 0.19
H 5.60 -1.38 3.37 0.20
H 6.35 0.64 2.30 0.20
H 4.77 0.92 2.94 0.20
H 6.69 -0.22 -0.04 0.19
H 6.86 1.56 -0.07 0.20
H 5.98 0.82 -1.26 0.24
H 5.45 2.96 1.26 0.20
H 3.66 2.53 1.34 0.20
H 4.48 2.72 -0.16 0.24
H 1.96 -1.50 -0.87 0.25
H 1.56 -1.55 0.81 0.18
H 2.25 -2.96 0.07 0.20
C -0.87 0.36 -1.53 -0.21
O -0.61 0.98 -0.33 -1.00
H -1.84 -0.18 -1.55 0.08
H -1.09 1.13 -2.29 0.12
H -0.07 -0.29 -1.90 0.13
C -7.01 -0.40 1.04 -0.40
C -5.48 -0.70 1.01 -0.40
C -4.87 -0.04 -0.25 -0.70
S -5.65 1.55 -0.40 2.15
O -5.89 1.65 -1.82 -0.94
O -4.89 2.52 0.39 -0.91
C -7.12 1.09 0.58 -0.67
H -7.44 -0.55 2.03 0.22
H -7.46 -1.11 0.34 0.20
H -5.35 -1.76 1.21 0.23
H -5.11 -0.27 1.94 0.21
H -5.29 -0.65 -1.05 0.23
H -3.78 -0.01 -0.26 0.29
H -7.96 1.36 -0.06 0.24
H -7.05 1.65 1.51 0.25
Cl -1.66 3.19 -4.13 -0.06
C -2.82 3.38 -2.81 -0.40
C -3.30 4.84 -2.75 -0.40
Cl -4.57 5.12 -1.57 -0.04
H -2.33 3.14 -1.87 0.24
H -3.61 2.64 -2.93 0.23
H -3.78 5.01 -3.71 0.20
H -2.47 5.55 -2.80 0.22
Cl -1.27 -5.30 -0.85 -0.06
C -1.81 -4.40 0.58 -0.39
C -1.62 -2.92 0.24 -0.36
Cl -2.33 -1.91 1.57 -0.10
H -1.20 -4.68 1.43 0.22
H -2.85 -4.62 0.78 0.22
H -2.34 -2.63 -0.52 0.22
H -0.63 -2.49 0.13 0.25
```



# 4
2 unconnected molecules or ions with the total composition C32H34N3O, computed with the ωB97M-V functional and the def2-TZVPD basis.

For the energy above the lowest of the compared OMol25 structures with the same formula, charge and spin, the calculation gives 0.363 eV. The value obtained for the energy is -40245.3980 eV. As for the net charge: +1. As for the orbital gap: 3.379 eV. As for the highest occupied orbital energy: -9.074 eV.

The geometry in XYZ format:
```
70
Properties=species:S:1:pos:R:3:nbo_charge:R:1
C -3.47 1.71 4.22 -0.63
C -3.18 0.62 3.22 -0.20
N -2.15 -0.30 3.69 -0.48
C -2.59 -1.53 4.39 -0.21
C -2.72 -2.72 3.47 -0.61
C -0.80 0.16 3.73 0.61
C 0.25 -0.77 3.74 -0.31
N 1.60 -0.45 3.76 -0.22
C 2.09 0.83 3.84 -0.03
C 3.43 1.09 3.86 -0.20
C 4.34 0.05 3.79 -0.22
C 3.86 -1.25 3.71 -0.22
C 2.51 -1.48 3.69 0.01
O -0.59 1.38 3.72 -0.72
H -4.17 2.46 3.83 0.20
H -3.90 1.31 5.14 0.20
H -2.55 2.23 4.49 0.24
H -4.08 0.04 2.97 0.19
H -2.83 1.05 2.28 0.19
H -1.88 -1.73 5.20 0.21
H -3.54 -1.32 4.88 0.20
H -3.02 -3.62 4.01 0.22
H -3.46 -2.53 2.69 0.20
H -1.77 -2.94 2.97 0.20
H -0.01 -1.81 3.66 0.20
H 1.37 1.63 3.88 0.28
H 3.79 2.11 3.93 0.23
H 5.40 0.25 3.79 0.22
H 4.56 -2.08 3.68 0.24
H 2.14 -2.49 3.63 0.22
C 6.50 1.88 -0.64 -0.40
N 5.29 2.54 -1.14 -0.49
C 5.52 3.26 -2.40 -0.40
C 4.00 1.99 -0.89 0.28
C 3.18 2.48 0.15 -0.22
C 1.86 2.12 0.23 -0.13
C 1.29 1.23 -0.70 -0.21
C -0.13 0.97 -0.75 0.44
C -0.76 -0.22 -1.26 -0.22
C -2.15 0.02 -1.37 0.11
C -2.99 -0.96 -1.89 -0.22
C -2.47 -2.17 -2.26 -0.11
C -1.10 -2.44 -2.10 -0.23
C -0.25 -1.48 -1.62 -0.10
C -2.41 1.36 -0.91 -0.03
C -1.18 1.94 -0.53 -0.10
C -1.14 3.28 -0.13 -0.11
C -2.32 4.00 -0.09 -0.22
C -3.53 3.42 -0.47 -0.11
C -3.58 2.11 -0.89 -0.18
C 2.15 0.66 -1.68 -0.07
C 3.45 1.05 -1.78 -0.27
H 6.25 1.17 0.14 0.21
H 7.00 1.35 -1.45 0.18
H 7.20 2.62 -0.23 0.21
H 4.56 3.59 -2.81 0.21
H 6.14 4.14 -2.23 0.21
H 6.00 2.61 -3.12 0.18
H 3.60 3.18 0.84 0.24
H 1.25 2.50 1.03 0.24
H -4.04 -0.74 -2.02 0.23
H -3.11 -2.93 -2.68 0.23
H -0.72 -3.41 -2.37 0.24
H 0.80 -1.70 -1.49 0.23
H -0.21 3.76 0.13 0.23
H -2.30 5.04 0.21 0.24
H -4.43 4.01 -0.47 0.23
H -4.50 1.67 -1.22 0.23
H 1.73 -0.02 -2.40 0.22
H 4.07 0.67 -2.57 0.23
```